1.
ORCA calculation (ωB97M-V with the def2-TZVPD basis set) on an isolated molecule of C7H9N.

Cartesian coordinates (Å):
C  -1.73409  0.55212  1.63544
C  -0.77398  0.18923  0.55627
C  -0.35841  1.11370  -0.36797
C  0.45837  0.52673  -1.39073
N  1.86242  0.45097  -2.06101
C  1.47345  -0.32252  -0.83440
C  0.69887  -1.49657  -0.45781
C  -0.04283  -1.07798  0.57995
H  -0.98449  0.67964  2.62605
H  -2.40367  1.39794  1.19955
H  -2.23110  -0.56860  1.88580
H  -1.13150  1.96463  -0.57963
H  -0.06258  -0.11541  -2.06232
H  2.67824  0.89312  -1.53231
H  1.86537  0.17944  -0.03822
H  1.00680  -2.45080  -0.50723
H  -0.32087  -1.91564  1.34858

Calculated values
LUMO energy: 0.507 eV
Relative energy (zero: lowest compared OMol25 entry of this formula, charge and spin): 6.9083 eV
Gap between HOMO and LUMO: 9.07 eV

***

2.
ORCA calculation (ωB97M-V with the def2-TZVPD basis set) on an isolated molecule of C7H9N.

Cartesian coordinates (Å):
C  -1.13069  -1.58191  -0.81607
C  -1.41039  -0.31626  -0.40648
C  -0.66447  0.67888  0.29716
N  -0.02753  1.75120  -0.15414
C  1.21186  1.53563  0.41145
C  0.61751  0.08997  0.78703
C  1.19884  -0.96257  -0.08265
C  0.27286  -1.66230  -0.85822
H  -2.05771  -2.28177  -1.06049
H  -2.58906  -0.28754  -0.45662
H  -1.21344  1.13884  1.10477
H  -0.70050  2.51714  -0.37402
H  1.23400  2.36223  1.27803
H  2.02935  1.41264  -0.33623
H  0.47611  0.00458  1.99962
H  2.06564  -1.82748  0.10460
H  0.68761  -2.57128  -1.43772

Calculated values
LUMO energy: 0.419 eV
Relative energy (zero: lowest compared OMol25 entry of this formula, charge and spin): 6.7812 eV
Gap between HOMO and LUMO: 8.28 eV

***

3.
ORCA calculation (ωB97M-V with the def2-TZVPD basis set) on a structure of composition C7H9N2.

Cartesian coordinates (Å):
C  1.27806  0.55577  0.13843
C  1.15758  1.30577  -1.02273
C  0.51711  -0.52094  0.33204
C  -0.26191  -1.36435  1.18486
C  -0.04950  1.30646  -1.90456
C  -1.35777  0.71033  -1.30974
C  0.15010  -1.97394  2.46246
N  -1.35893  -0.90663  0.61838
N  -1.02074  -0.47210  -0.54065
H  2.10179  0.76987  0.76725
H  2.00731  1.96749  -1.36431
H  -0.23776  2.32231  -2.23342
H  0.30606  0.70403  -2.67670
H  -1.90030  1.54277  -0.79588
H  -2.05981  0.38523  -2.29363
H  1.05297  -2.52466  2.58513
H  -0.65437  -2.52084  2.75892
H  0.33013  -1.28657  3.29413

Calculated values
LUMO energy (alpha / beta): -6.275 / -6.274 eV
Total charge: +1
Relative energy (zero: lowest compared OMol25 entry of this formula, charge and spin): 6.5030 eV
Gap between HOMO and LUMO (alpha / beta): 7.31 / 7.31 eV